## i
Computed, not measured: a cluster of 2 separate species, CH3NOSi in total, with ωB97M-V/def2-TZVPD.

Its HOMO energy is -9.76 eV. As for the net charge: 0. The calculation puts the LUMO energy at -0.60 eV. The orbital gap comes out at 0.3367 hartree. The spin multiplicity is 1.

Bonds (Å) are listed after each position.
CARTESIAN COORDINATES (ANGSTROEM)
1 H 2.20 -0.25 -0.27  Si7 1.481
2 O -2.32 -0.31 -1.36  C4 1.138
3 H -0.97 -0.40 1.23  N6 0.993
4 C -1.27 -0.55 -1.74  O2 1.138
5 H 1.54 1.56 1.22  Si7 1.469
6 N -0.26 -0.51 0.54  H3 0.993, Si7 1.646
7 Si 1.07 0.45 0.39  H1 1.481, H5 1.469, N6 1.646

Löwdin population analysis, charges in e, atoms 1 to 5: -0.0891, -0.0141, -0.0596, -0.0728, -0.1215



## ii
Computed, not measured: an isolated molecule of CH3NOSi, with ωB97M-V/def2-TZVPD.

Its HOMO energy is -11.84 eV. As for the net charge: 0. The calculation puts the LUMO energy at -0.09 eV. The orbital gap comes out at 0.4319 hartree. The spin multiplicity is 1.

Bonds (Å) are listed after each position.
CARTESIAN COORDINATES (ANGSTROEM)
1 O 0.97 0.12 -0.06  Si3 1.676, C4 1.578
2 H -1.16 0.19 1.13  Si3 1.382
3 Si -0.52 0.87 0.11  O1 1.676, H2 1.382, H5 1.449, H7 1.442
4 C 1.03 -1.44 -0.25  O1 1.578, N6 1.135
5 H -1.32 0.66 -1.08  Si3 1.449
6 N 1.12 -2.55 -0.47  C4 1.135
7 H -0.12 2.15 0.62  Si3 1.442

Löwdin population analysis, charges in e, atoms 1 to 5: -0.3178, -0.0890, 0.5994, -0.2118, -0.0589



Q: Which of them is the most stable? A: ii.



## i
Computed, not measured: an isolated molecule of C4H10N2OS, with ωB97M-V/def2-TZVPD.

Its HOMO energy is -9.37 eV. As for the net charge: 0. The calculation puts the LUMO energy at 0.73 eV. The orbital gap comes out at 0.3710 hartree. The spin multiplicity is 1.

Bonds (Å) are listed after each position.
CARTESIAN COORDINATES (ANGSTROEM)
1 H 3.17 -0.07 0.83  C11 1.092
2 H 2.30 -1.20 1.82  C11 1.086
3 H 1.85 -1.51 -0.57  C8 1.115
4 N 0.00 -1.16 0.29  C8 1.440, H12 1.005, C18 1.376
5 C -1.19 0.80 -0.83  H7 1.094, N10 1.444, H16 1.086, C18 1.541
6 H -2.61 0.05 -2.09  N10 1.016
7 H -1.28 1.58 -0.06  C5 1.094
8 C 1.30 -0.67 -0.08  H3 1.115, N4 1.440, C11 1.521, H17 1.083
9 H 0.80 1.65 1.24  S15 1.337
10 N -2.37 0.94 -1.66  C5 1.444, H6 1.016, H14 1.011
11 C 2.16 -0.37 1.14  H1 1.092, H2 1.086, C8 1.521, S15 1.850
12 H -0.08 -1.77 1.08  N4 1.005
13 O -2.24 -1.01 0.27  C18 1.213
14 H -3.20 1.24 -1.18  N10 1.011
15 S 1.53 1.02 2.18  H9 1.337, C11 1.850
16 H -0.30 1.03 -1.41  C5 1.086
17 H 1.33 -0.01 -0.94  C8 1.083
18 C -1.18 -0.53 -0.05  N4 1.376, C5 1.541, O13 1.213

Löwdin population analysis, charges in e, atoms 1 to 5: 0.0615, 0.0654, 0.1213, 0.0571, -0.2075



## ii
Computed, not measured: an isolated molecule of C4H10N2OS, with ωB97M-V/def2-TZVPD.

Its HOMO energy is -8.36 eV. As for the net charge: 0. The calculation puts the LUMO energy at 0.55 eV. The orbital gap comes out at 0.3276 hartree. The spin multiplicity is 1.

Bonds (Å) are listed after each position.
CARTESIAN COORDINATES (ANGSTROEM)
1 N -1.23 2.33 -1.04  N6 1.401, H7 1.247, H8 1.263
2 C -0.60 -1.23 1.19  H3 1.088, C12 1.464, H13 1.176, H16 1.070
3 H -1.32 -0.68 0.59  C2 1.088
4 H -0.49 0.36 -1.10  N6 1.258
5 H 1.71 -1.54 1.03  C12 1.108
6 N -0.52 1.36 -0.33  N1 1.401, H4 1.258, C18 1.348
7 H -1.11 3.26 -0.21  N1 1.247
8 H -0.95 2.75 -2.20  N1 1.263
9 H -0.17 -1.35 -1.39  C10 1.022
10 C 0.68 -1.63 -0.89  H9 1.022, C12 1.678, H15 1.152, H17 1.179
11 O 1.19 0.34 0.87  C12 1.482, C18 1.384
12 C 0.77 -1.07 0.69  C2 1.464, H5 1.108, C10 1.678, O11 1.482
13 H -0.76 -1.01 2.33  C2 1.176
14 S 0.93 2.97 0.91  C18 1.587
15 H 0.72 -2.71 -0.51  C10 1.152
16 H -0.94 -2.24 1.12  C2 1.070
17 H 1.58 -1.38 -1.60  C10 1.179
18 C 0.49 1.49 0.55  N6 1.348, O11 1.384, S14 1.587

Löwdin population analysis, charges in e, atoms 1 to 5: -0.1399, -0.0983, 0.0729, 0.2283, 0.1488



## iii
Computed, not measured: an isolated molecule of C4H10N2OS, with ωB97M-V/def2-TZVPD.

Its HOMO energy is -9.13 eV. As for the net charge: 0. The calculation puts the LUMO energy at 0.68 eV. The orbital gap comes out at 0.3606 hartree. The spin multiplicity is 1.

Bonds (Å) are listed after each position.
CARTESIAN COORDINATES (ANGSTROEM)
1 H 1.25 -1.10 2.17  N3 1.008
2 S 0.44 -2.51 -0.32  C7 1.828, H15 1.321
3 N 1.36 -0.10 2.21  H1 1.008, H14 1.000, C18 1.460
4 H -1.29 2.79 -1.97  C5 1.094
5 C -1.06 2.23 -1.05  H4 1.094, N10 1.398, O17 1.209
6 H 1.45 0.04 -0.28  C9 1.083
7 C -0.39 -0.91 -0.62  S2 1.828, C9 1.554, H11 1.087, H16 1.067
8 H -0.70 -0.01 1.77  C18 1.138
9 C 0.41 0.34 -0.15  H6 1.083, C7 1.554, N10 1.456, C18 1.617
10 N 0.04 1.38 -1.10  C5 1.398, C9 1.456, H13 1.010
11 H -0.63 -0.88 -1.68  C7 1.087
12 H 0.26 1.59 1.62  C18 1.099
13 H 0.78 1.68 -1.72  N10 1.010
14 H 2.31 0.16 2.01  N3 1.000
15 H 1.47 -2.17 0.42  S2 1.321
16 H -1.26 -0.98 0.00  C7 1.067
17 O -1.95 2.05 -0.25  C5 1.209
18 C 0.26 0.50 1.45  N3 1.460, H8 1.138, C9 1.617, H12 1.099

Löwdin population analysis, charges in e, atoms 1 to 5: 0.0344, 0.7125, -0.0118, 0.1277, -0.3244



## iv
Computed, not measured: an isolated molecule of C4H10N2OS, with ωB97M-V/def2-TZVPD.

Its HOMO energy is -9.14 eV. As for the net charge: 0. The calculation puts the LUMO energy at 0.74 eV. The orbital gap comes out at 0.3630 hartree. The spin multiplicity is 1.

Bonds (Å) are listed after each position.
CARTESIAN COORDINATES (ANGSTROEM)
1 H -1.07 1.08 -0.13  C18 1.100
2 N 1.77 -0.25 -2.58  C6 1.491, H8 1.019, H15 1.016
3 H 0.24 1.76 0.52  C18 1.090
4 H -0.32 0.40 2.74  C11 1.095
5 S -2.62 -0.17 2.29  C11 1.863, H17 1.336
6 C 0.44 -0.10 -1.93  N2 1.491, H12 1.103, H13 1.087, N16 1.461
7 H -1.40 1.77 2.56  C11 1.077
8 H 2.44 -0.03 -1.84  N2 1.019
9 C 0.40 -0.43 0.53  O10 1.207, N16 1.375, C18 1.568
10 O 0.98 -0.88 1.49  C9 1.207
11 C -1.07 0.86 2.08  H4 1.095, S5 1.863, H7 1.077, C18 1.515
12 H -0.32 -0.36 -2.68  C6 1.103
13 H 0.12 0.92 -1.72  C6 1.087
14 H 0.39 -1.93 -0.96  N16 1.001
15 H 1.98 -1.24 -2.72  N2 1.016
16 N 0.43 -0.95 -0.74  C6 1.461, C9 1.375, H14 1.001
17 H -2.01 -1.36 2.36  S5 1.336
18 C -0.40 0.90 0.73  H1 1.100, H3 1.090, C9 1.568, C11 1.515

Löwdin population analysis, charges in e, atoms 1 to 5: 0.0953, 0.0065, 0.1163, 0.0647, 0.6794



Q: Which of them is the most stable? A: i.



## i
Computed, not measured: a cluster of 2 separate species, C5H15NOS in total, with ωB97M-V/def2-TZVPD.

Its HOMO energy is -9.02 eV. As for the net charge: 0. The calculation puts the LUMO energy at 0.61 eV. The orbital gap comes out at 0.3539 hartree. The spin multiplicity is 1.

Bonds (Å) are listed after each position.
CARTESIAN COORDINATES (ANGSTROEM)
1 C 0.33 0.80 1.49  H7 1.099, C15 1.518, H17 1.093, C20 1.521
2 H 1.89 -0.89 -1.22  C4 1.096
3 H -1.52 0.50 -0.27  C16 1.080
4 C 1.72 -1.71 -0.52  H2 1.096, H11 1.088, N13 1.509, H23 1.083
5 H -0.37 -1.12 0.81  C15 1.105
6 H 1.22 1.15 -0.43  C20 1.092
7 H 1.19 1.15 2.09  C1 1.099
8 H 2.38 -0.43 0.78  N13 1.018
9 H -3.08 -1.64 -1.92  O22 0.956
10 H -1.86 -1.35 -1.03  O22 0.958
11 H 0.72 -2.07 -0.77  C4 1.088
12 H 0.56 2.60 0.27  C20 1.083
13 N 1.74 -1.21 0.91  C4 1.509, H8 1.018, C15 1.459
14 S -1.73 2.86 -1.07  C16 1.859, H18 1.360
15 C 0.46 -0.71 1.40  C1 1.518, H5 1.105, N13 1.459, H21 1.098
16 C -0.88 1.25 -0.72  H3 1.080, S14 1.859, H19 1.086, C20 1.572
17 H -0.59 1.03 2.03  C1 1.093
18 H -2.66 2.65 -0.10  S14 1.360
19 H -0.54 0.88 -1.69  C16 1.086
20 C 0.39 1.54 0.16  C1 1.521, H6 1.092, H12 1.083, C16 1.572
21 H 0.26 -1.21 2.36  C15 1.098
22 O -2.13 -1.64 -1.91  H9 0.956, H10 0.958
23 H 2.50 -2.45 -0.63  C4 1.083

Löwdin population analysis, charges in e, atoms 1 to 5: -0.2113, 0.0633, 0.0410, -0.1025, 0.0913



## ii
Computed, not measured: a cluster of 2 separate species, C5H15NOS in total, with ωB97M-V/def2-TZVPD.

Its HOMO energy is -9.01 eV. As for the net charge: 0. The calculation puts the LUMO energy at 0.49 eV. The orbital gap comes out at 0.3490 hartree. The spin multiplicity is 1.

Bonds (Å) are listed after each position.
CARTESIAN COORDINATES (ANGSTROEM)
1 C 0.01 0.35 -0.08  H7 1.102, C9 1.522, C16 1.532, H19 1.090
2 H -2.06 1.79 -0.82  C3 1.082
3 C -2.45 0.94 -0.28  H2 1.082, H5 1.080, S13 1.861, C16 1.535
4 H 0.23 2.47 -0.13  C9 1.084
5 H -3.23 1.18 0.42  C3 1.080
6 H 2.62 -0.27 0.73  C15 1.085
7 H 0.02 0.31 -1.19  C1 1.102
8 H -1.62 -0.99 0.01  C16 1.088
9 C 0.59 1.65 0.47  C1 1.522, H4 1.084, H12 1.095, N18 1.460
10 H 2.36 1.97 -0.43  N18 1.010
11 H -1.51 0.07 1.45  C16 1.086
12 H 0.15 1.89 1.44  C9 1.095
13 S -3.45 0.06 -1.58  C3 1.861, H21 1.341
14 H 3.85 0.90 0.98  C15 1.095
15 C 2.79 0.72 1.14  H6 1.085, H14 1.095, N18 1.463, H23 1.079
16 C -1.41 0.01 0.37  C1 1.532, C3 1.535, H8 1.088, H11 1.086
17 H 4.69 -3.87 0.43  O20 0.963
18 N 2.04 1.81 0.52  C9 1.460, H10 1.010, C15 1.463
19 H 0.66 -0.48 0.19  C1 1.090
20 O 4.06 -4.19 1.07  H17 0.963, H22 0.963
21 H -2.44 -0.60 -2.15  S13 1.341
22 H 3.30 -3.63 0.92  O20 0.963
23 H 2.70 0.84 2.21  C15 1.079

Löwdin population analysis, charges in e, atoms 1 to 5: -0.2170, 0.0529, -0.5238, 0.1071, 0.0523



Q: Which of them is the most stable? A: ii.



## i
Computed, not measured: a cluster of 2 separate species, C9H14 in total, with ωB97M-V/def2-TZVPD.

Its HOMO energy (alpha / beta) is 1.16 / -3.42 eV. As for the net charge: -1. The expectation value of S² is 0.76. The calculation puts the LUMO energy (alpha / beta) at 3.75 / 3.72 eV. The orbital gap (alpha / beta) comes out at 0.0954 / 0.2622 hartree. The spin multiplicity is 2.

Bonds (Å) are listed after each position.
CARTESIAN COORDINATES (ANGSTROEM)
1 C 0.68 0.62 -2.04  C10 1.410, H12 1.154, C19 1.377
2 H -2.48 -3.27 2.46  C14 1.155
3 H -3.74 -1.65 2.50  C14 1.240
4 H -0.21 1.39 1.61  C16 1.078
5 H 2.72 -1.21 -2.16  C20 1.128
6 H 3.44 0.19 -1.87  C20 1.108
7 H -1.87 1.62 -0.08  C13 1.030
8 H 3.06 -1.10 -0.49  C20 1.093
9 H -1.60 -0.35 2.16  C22 1.049
10 C -0.59 1.13 -1.74  C1 1.410, C13 1.371, H18 1.159
11 H -1.25 -1.14 3.56  C22 1.139
12 H 0.93 0.36 -3.14  C1 1.154
13 C -0.95 1.31 -0.43  H7 1.030, C10 1.371, C16 1.404
14 C -2.67 -2.18 2.16  H2 1.155, H3 1.240, H15 1.110, C22 1.497
15 H -2.90 -2.03 1.08  C14 1.110
16 C -0.01 1.10 0.60  H4 1.078, C13 1.404, C21 1.420
17 H -0.54 -1.89 2.15  C22 1.116
18 H -1.29 1.33 -2.64  C10 1.159
19 C 1.55 0.30 -1.02  C1 1.377, C20 1.441, C21 1.382
20 C 2.74 -0.46 -1.31  H5 1.128, H6 1.108, H8 1.093, C19 1.441
21 C 1.32 0.69 0.29  C16 1.420, C19 1.382, H23 1.065
22 C -1.46 -1.34 2.46  H9 1.049, H11 1.139, C14 1.497, H17 1.116
23 H 2.07 0.76 1.04  C21 1.065

Löwdin population analysis, charges in e, atoms 1 to 5: -0.1658, 0.0754, 0.1076, 0.0531, 0.0712



## ii
Computed, not measured: a cluster of 2 separate species, C9H14 in total, with ωB97M-V/def2-TZVPD.

Its HOMO energy (alpha / beta) is 0.89 / -3.23 eV. As for the net charge: -1. The expectation value of S² is 0.76. The calculation puts the LUMO energy (alpha / beta) at 3.80 / 3.77 eV. The orbital gap (alpha / beta) comes out at 0.1069 / 0.2571 hartree. The spin multiplicity is 2.

Bonds (Å) are listed after each position.
CARTESIAN COORDINATES (ANGSTROEM)
1 H -0.20 3.49 1.22  C3 1.051
2 C -0.43 -0.32 -1.32  C8 1.348, C9 1.358, C13 1.566
3 C 0.69 2.93 1.31  H1 1.051, H16 1.152, C21 1.495, H22 1.104
4 H -1.64 0.93 -2.42  C13 1.096
5 H 0.82 -3.46 -1.02  C7 1.083
6 H -1.16 0.68 0.46  C9 1.079
7 C 0.20 -2.61 -0.75  H5 1.083, C8 1.478, C12 1.356
8 C -0.08 -1.55 -1.74  C2 1.348, C7 1.478, H19 1.163
9 C -0.71 -0.19 0.00  C2 1.358, H6 1.079, C11 1.357
10 H -0.16 0.64 -3.23  C13 0.963
11 C -0.58 -1.13 0.97  C9 1.357, C12 1.445, H14 1.023
12 C 0.05 -2.37 0.57  C7 1.356, C11 1.445, H17 1.108
13 C -0.55 0.84 -2.37  C2 1.566, H4 1.096, H10 0.963, H20 1.063
14 H -0.72 -0.76 1.91  C11 1.023
15 H 0.43 3.09 3.41  C21 1.163
16 H 0.41 1.95 0.78  C3 1.152
17 H -0.07 -3.16 1.34  C12 1.108
18 H 2.11 2.84 2.73  C21 1.017
19 H -0.44 -1.83 -2.81  C8 1.163
20 H -0.19 1.71 -1.85  C13 1.063
21 C 1.14 2.54 2.67  C3 1.495, H15 1.163, H18 1.017, H23 1.051
22 H 1.36 3.51 0.64  C3 1.104
23 H 1.04 1.50 2.81  C21 1.051

Löwdin population analysis, charges in e, atoms 1 to 5: 0.0331, -0.3711, -0.1941, 0.0735, 0.0534



Q: Which of them is the most stable? A: i.



## i
Computed, not measured: an isolated molecule of CH3N5O2, with ωB97M-V/def2-TZVPD.

Its HOMO energy is -9.12 eV. As for the net charge: 0. The calculation puts the LUMO energy at -0.57 eV. The orbital gap comes out at 0.3141 hartree. The spin multiplicity is 1.

Bonds (Å) are listed after each position.
CARTESIAN COORDINATES (ANGSTROEM)
1 N -1.24 -0.76 1.63  O4 1.406, N5 1.269
2 H 0.38 2.54 1.14  O8 0.947
3 N -0.54 1.07 0.62  O4 1.325, C6 1.364, O8 1.421
4 O -1.27 0.65 1.63  N1 1.406, N3 1.325
5 N -0.79 -1.29 0.57  N1 1.269, C6 1.491
6 C -0.28 -0.06 -0.10  N3 1.364, N5 1.491, N10 1.274
7 H 0.43 -1.92 -1.37  N9 1.082
8 O 0.61 1.63 1.24  H2 0.947, N3 1.421
9 N 0.53 -1.03 -1.97  H7 1.082, N10 1.399, H11 1.176
10 N 0.53 0.04 -1.08  C6 1.274, N9 1.399
11 H 1.64 -0.87 -2.32  N9 1.176

Löwdin population analysis, charges in e, atoms 1 to 5: 0.0652, 0.0923, -0.1553, -0.0358, 0.1457



## ii
Computed, not measured: a cluster of 2 separate species, CH3N5O2 in total, with ωB97M-V/def2-TZVPD.

Its HOMO energy is -10.31 eV. As for the net charge: 0. The calculation puts the LUMO energy at -0.02 eV. The orbital gap comes out at 0.3782 hartree. The spin multiplicity is 1.

Bonds (Å) are listed after each position.
CARTESIAN COORDINATES (ANGSTROEM)
1 N 1.02 2.94 -0.35  C5 1.128
2 N 1.52 -0.34 0.73  N4 1.384, N8 1.195
3 O -1.43 -0.19 -1.07  N11 1.148
4 N 1.12 0.47 -0.32  N2 1.384, C5 1.353, H9 1.052
5 C 1.11 1.82 -0.30  N1 1.128, N4 1.353
6 O -2.13 -0.11 0.94  H7 0.940, N11 1.370
7 H -2.58 -0.55 1.64  O6 0.940
8 N 1.53 -1.53 0.66  N2 1.195, H10 1.159
9 H 0.91 0.02 -1.25  N4 1.052
10 H 1.14 -1.93 -0.35  N8 1.159
11 N -2.22 -0.60 -0.33  O3 1.148, O6 1.370

Löwdin population analysis, charges in e, atoms 1 to 5: 0.1558, -0.1196, 0.0281, -0.0318, -0.3064



Q: Which of them is the most stable? A: ii.